{
  "formula": "C35H40N3OPbS3",
  "method": "wB97M-V/def2-TZVPD",
  "e_homo_ha": -0.1092,
  "total_charge": -1,
  "relative_energy_kcal_mol": 59.5,
  "gap_ev": 5.25,
  "species": ["Pb", "C", "C", "S", "C", "C", "S", "H", "H", "H", "H", "H", "H", "C", "C", "C", "C", "C", "C", "C", "N", "C", "N", "C", "C", "C", "C", "C", "C", "C", "N", "C", "C", "C", "C", "C", "C", "C", "H", "H", "H", "H", "H", "H", "H", "H", "H", "H", "H", "H", "H", "H", "H", "H", "H", "H", "H", "H", "H", "H", "C", "C", "C", "C", "C", "C", "C", "S", "C", "O", "H", "H", "H", "H", "H", "H", "H", "H", "H", "H", "C", "H", "H"],
  "xyz": [[0.28180, -1.05710, 0.08280], [2.31510, 0.09790, 4.40940], [2.01270, -0.14670, 2.94860], [0.28540, -0.33570, 2.68290], [2.99110, -0.22610, 2.03240], [4.44220, -0.01950, 2.38030], [2.82720, -0.56410, 0.30620], [1.38220, 0.14780, 4.96610], [2.85770, 1.03040, 4.56520], [2.90700, -0.72460, 4.81760], [4.60180, 0.03490, 3.45220], [4.81180, 0.90210, 1.92740], [5.03340, -0.84380, 1.98030], [-4.34170, 2.15650, -2.42260], [-5.33590, 1.05010, -2.61830], [-6.39040, 1.22820, -3.50340], [-7.37530, 0.27150, -3.66980], [-7.31650, -0.89590, -2.92990], [-6.27340, -1.10220, -2.04940], [-5.26630, -0.14730, -1.88730], [-4.27500, -0.36620, -0.93980], [-2.88760, -0.16170, -1.04800], [-2.42940, -0.18770, -2.31750], [-1.13640, -0.24580, -2.87330], [0.03250, -0.24480, -2.11540], [1.24010, -0.28950, -2.79980], [1.30490, -0.34400, -4.17820], [0.13370, -0.38320, -4.91070], [-1.09740, -0.33170, -4.27650], [-2.35320, -0.41120, -5.11090], [-2.18240, 0.01810, -0.00120], [-2.74340, -0.04490, 1.27500], [-2.88360, -1.29480, 1.87840], [-3.33620, -1.41040, 3.17540], [-3.67570, -0.27560, 3.89200], [-3.55710, 0.96300, 3.29040], [-3.10030, 1.10230, 1.98830], [-3.03430, 2.46520, 1.36440], [-4.81450, 3.11650, -2.62750], [-3.48620, 2.05260, -3.09240], [-3.96380, 2.15570, -1.40250], [-6.45050, 2.15740, -4.05300], [-8.19100, 0.44770, -4.35640], [-8.08810, -1.64490, -3.03640], [-6.22440, -2.01410, -1.47120], [-4.53850, -0.89890, -0.12350], [-3.16210, -0.34020, -2.99440], [2.15530, -0.30260, -2.22860], [2.26390, -0.39080, -4.67440], [0.16910, -0.46680, -5.98920], [-2.09380, -0.38610, -6.16900], [-3.03050, 0.42430, -4.91800], [-2.89630, -1.34320, -4.92560], [-2.60320, -2.16990, 1.30910], [-3.41770, -2.38770, 3.62780], [-4.01700, -0.35530, 4.91470], [-3.83830, 1.85340, 3.83650], [-2.74240, 3.20600, 2.10630], [-4.01880, 2.74340, 0.97670], [-2.31100, 2.47500, 0.55340], [3.55500, 2.56910, -4.99760], [2.74510, 2.70020, -3.74040], [3.35140, 2.59860, -2.49590], [2.59830, 2.66410, -1.33870], [1.23390, 2.85430, -1.41630], [0.60900, 2.95180, -2.64750], [1.36640, 2.87880, -3.80270], [0.31990, 2.88420, 0.16310], [-0.31140, 4.63110, -0.09770], [1.33620, 3.05050, 1.19340], [4.61710, 2.67980, -4.78820], [3.26170, 3.31140, -5.73950], [3.39540, 1.58060, -5.42960], [4.41950, 2.45250, -2.42610], [3.04770, 2.55250, -0.36380], [-0.46210, 3.07650, -2.70910], [0.87770, 2.94650, -4.76520], [0.54340, 5.29500, -0.15030], [-0.91270, 4.89170, 0.76720], [-0.90450, 4.68920, -1.00180], [-0.05160, -3.27110, -0.26270], [-0.92160, -3.61690, 0.32000], [0.79930, -3.81880, 0.17010]],
  "mulliken_charge": [0.98, -1.85, 0.88, -0.45, 0.53, -1.61, -0.52, 0.43, 0.32, 0.35, 0.41, 0.25, 0.34, -1.05, 1.59, -0.87, -0.67, -0.53, -0.91, -0.04, 0.45, -0.55, 0.40, 0.85, 0.08, -0.59, -1.52, -0.99, 1.36, -1.70, 0.73, -1.29, 0.38, -0.83, -0.76, -0.72, 1.26, -1.17, 0.61, 0.19, -0.12, 0.42, 0.39, 0.39, 0.47, 0.33, -0.08, 0.13, 0.68, 0.31, 0.39, 0.25, 0.38, 0.39, 0.40, 0.40, 0.43, 0.59, 0.34, -0.56, -1.43, 1.12, -0.87, -0.85, 0.18, -0.22, -0.70, 1.33, -1.30, -0.80, 0.38, 0.36, 0.23, 0.31, 0.53, 0.21, 0.32, 0.43, 0.41, 0.33, -1.19, 0.25, 0.29]
}

---

{
  "formula": "C11H16Cl3F3ORu",
  "method": "wB97M-V/def2-TZVPD",
  "multiplicity": 5,
  "e_homo_ha": [0.0456, -0.0320],
  "total_charge": -2,
  "relative_energy_kcal_mol": 0.0,
  "gap_ev": [4.49, 6.51],
  "species": ["C", "C", "C", "C", "C", "C", "C", "C", "C", "C", "Ru", "Cl", "Cl", "Cl", "H", "H", "H", "H", "H", "H", "H", "H", "H", "H", "H", "H", "H", "H", "H", "O", "H", "F", "C", "F", "F"],
  "xyz": [[-0.60950, 0.70179, -0.64578], [-0.86846, -0.68511, -0.94557], [0.42020, -1.31447, -1.24040], [-2.13997, -1.27763, -1.40318], [1.42381, -0.36461, -1.11403], [0.82443, 0.92318, -0.74738], [1.44409, 2.13658, -0.61358], [-1.57631, 1.80450, -0.60444], [0.57268, -2.67710, -1.77702], [2.85846, -0.57602, -1.36124], [-0.72015, -0.79255, 1.41031], [-0.87168, -2.88199, 1.44069], [-2.99323, -0.31050, 1.41509], [1.59269, -0.83189, 1.81782], [-2.97943, -0.69159, -1.01862], [-2.21304, -2.29689, -1.00867], [-2.17232, -1.30535, -2.50309], [-0.14190, -3.35911, -1.30912], [1.58745, -3.05176, -1.60477], [0.40213, -2.68005, -2.86295], [3.21965, -1.52221, -0.93786], [3.43319, 0.24230, -0.92146], [3.05862, -0.59003, -2.44078], [2.53435, 2.16596, -0.53630], [0.90405, 3.51864, 1.39760], [0.83792, 3.04286, -0.63515], [-2.56832, 1.43735, -0.32889], [-1.61659, 2.29402, -1.58996], [-1.27354, 2.56636, 0.12692], [0.56166, 3.98173, 2.19004], [0.28814, 3.25128, 2.77321], [-0.53453, -1.41476, 4.25484], [-0.81163, -0.29144, 3.52612], [-2.00037, 0.19029, 3.96383], [0.12745, 0.65823, 3.83379]],
  "mulliken_spin": [0.46, -0.07, -0.01, 0.02, 0.22, -0.46, 0.71, 0.07, 0.01, 0.02, 2.42, 0.40, 0.08, 0.08, 0.00, 0.00, 0.01, 0.01, 0.00, 0.00, 0.00, 0.00, 0.00, 0.03, 0.01, -0.03, 0.00, 0.01, -0.01, 0.04, 0.00, 0.00, -0.02, 0.00, 0.00]
}

---

{
  "formula": "C24H37N10O5PdS",
  "method": "wB97M-V/def2-TZVPD",
  "e_homo_ha": -0.5976,
  "total_charge": 3,
  "gap_ev": 6.53,
  "species": ["Pd", "C", "C", "N", "C", "C", "N", "H", "H", "H", "H", "H", "H", "C", "C", "N", "O", "H", "H", "H", "H", "H", "C", "C", "O", "C", "C", "H", "H", "H", "H", "H", "H", "H", "H", "H", "H", "C", "C", "C", "C", "N", "C", "N", "N", "N", "H", "H", "H", "H", "H", "H", "H", "H", "H", "H", "O", "S", "O", "O", "C", "N", "C", "C", "C", "N", "C", "C", "C", "N", "C", "C", "H", "H", "H", "H", "H", "H"],
  "xyz": [[1.13636, 0.99243, -0.24213], [3.72792, -1.01604, 1.07802], [4.01130, 0.19766, 0.26928], [3.14030, 1.02182, -0.29719], [3.85848, 2.01576, -0.94384], [5.17542, 1.77876, -0.76806], [5.24955, 0.63521, -0.00261], [2.66271, -1.09446, 1.27702], [4.24945, -0.96756, 2.03445], [4.06686, -1.91246, 0.55559], [3.37529, 2.80597, -1.48667], [6.04833, 2.30744, -1.10746], [6.09917, 0.19206, 0.31092], [0.48104, -0.28375, 4.63134], [0.54710, -0.59181, 3.16133], [0.36210, -1.88015, 2.81776], [0.75442, 0.27992, 2.31017], [-0.55356, -0.34288, 4.97418], [0.85701, 0.71923, 4.80812], [1.05987, -0.99867, 5.21559], [0.21345, -2.58369, 3.52108], [0.35898, -2.15668, 1.84788], [2.07605, 3.41146, 1.83863], [1.07834, 3.92086, 0.83346], [1.11657, 3.10392, -0.37233], [0.32201, 3.66202, -1.45793], [1.00114, 4.84082, -2.11594], [1.97127, 3.98941, 2.75728], [3.09593, 3.53541, 1.47677], [1.89993, 2.36209, 2.08413], [1.31113, 4.94117, 0.53407], [0.05461, 3.90886, 1.22060], [-0.65884, 3.93172, -1.05487], [0.19849, 2.84866, -2.17166], [1.05295, 5.71495, -1.46994], [0.43013, 5.12524, -3.00035], [2.00788, 4.57965, -2.44107], [2.23722, -4.71447, 0.76713], [1.90280, -5.14356, -0.65720], [3.11191, -5.04298, -1.58165], [0.69326, -4.38483, -1.20704], [0.95775, -2.94545, -1.41003], [1.47843, -2.31265, -2.47655], [1.56764, -1.02985, -2.21771], [1.08965, -0.92227, -0.96419], [0.72320, -2.04591, -0.46542], [3.09360, -5.27515, 1.13974], [1.40213, -4.89280, 1.44775], [2.49607, -3.65316, 0.81367], [1.57378, -6.18594, -0.63488], [3.52722, -4.03009, -1.59473], [2.87037, -5.33304, -2.60640], [3.90451, -5.70509, -1.23641], [-0.15412, -4.43951, -0.52616], [0.38920, -4.77324, -2.17790], [1.76484, -2.80164, -3.39349], [-7.14232, -2.24771, -3.32972], [-8.16035, -1.36611, -2.89795], [-7.90102, 0.05391, -2.91993], [-9.33326, -1.82254, -2.25639], [-7.04139, 0.48617, -0.88167], [-7.98072, 1.00637, -0.28543], [-7.37306, 1.79793, 0.67176], [-5.98254, 1.84983, 0.73783], [-5.19003, 1.09221, -0.13168], [-5.83951, 0.30688, -1.07610], [-3.71220, 1.07687, -0.16284], [-2.96315, 1.52708, 0.92065], [-1.58255, 1.49163, 0.83980], [-0.94311, 1.05581, -0.25086], [-1.66004, 0.61997, -1.29295], [-3.04187, 0.60727, -1.28834], [-8.03692, 2.35414, 1.32071], [-5.52750, 2.51346, 1.45861], [-3.41820, 1.88857, 1.83186], [-0.95951, 1.80608, 1.66635], [-1.10370, 0.29657, -2.16309], [-3.57561, 0.24284, -2.15479]],
  "mulliken_charge": [0.87, -0.54, 0.11, 0.58, -0.73, -0.55, -0.06, -0.49, 0.55, 0.33, 0.32, 0.44, 0.21, -1.47, 0.54, -0.15, -0.24, 0.35, 0.32, 0.46, 0.22, 0.14, -1.12, -0.36, 0.32, -0.24, -1.32, 0.51, 0.29, 0.11, 0.36, 0.33, 0.33, 0.19, 0.40, 0.43, 0.28, -1.26, 0.83, -1.47, -1.19, 0.21, -0.14, -0.84, 0.70, -0.46, 0.45, 0.35, 0.08, 0.32, 0.26, 0.36, 0.44, 0.40, 0.48, 0.49, -0.33, 1.17, -0.42, -0.32, 0.91, -0.29, -0.66, -0.45, 0.20, -0.33, 1.65, -1.22, -0.96, 0.59, -0.67, -0.86, 0.47, 0.41, 0.37, 0.86, 0.56, 0.55]
}

---

{
  "formula": "C5H10O2",
  "method": "wB97M-V/def2-TZVPD",
  "e_homo_ha": -0.2890,
  "relative_energy_kcal_mol": 95.2,
  "gap_ev": 8.82,
  "species": ["C", "C", "O", "C", "C", "C", "O", "H", "H", "H", "H", "H", "H", "H", "H", "H", "H"],
  "xyz": [[-0.32505, 2.28472, 0.10639], [-0.33790, 0.79515, -0.10476], [0.03599, 0.57105, -1.84772], [0.76550, -0.00545, 0.35739], [0.48725, -1.39345, 0.89312], [-0.32877, -2.31268, 0.01989], [-0.83330, -2.03863, -1.05154], [-0.65913, 2.47721, 1.13570], [0.68577, 2.69268, 0.00446], [-0.99760, 2.81402, -0.57400], [-1.34109, 0.36250, -0.10093], [-0.45812, -0.26107, -2.00554], [0.87939, 0.13366, -1.17337], [1.52509, 0.54479, 0.91610], [-0.04198, -1.40313, 1.86873], [1.42420, -1.93256, 1.10897], [-0.48026, -3.32880, 0.44712]],
  "nbo_charge": [-0.64, 0.11, -0.84, -0.63, -0.52, 0.47, -0.58, 0.23, 0.22, 0.23, 0.20, 0.51, 0.47, 0.22, 0.21, 0.24, 0.11]
}

---

{
  "formula": "C25H20MnN9O7S4",
  "method": "wB97M-V/def2-TZVPD",
  "multiplicity": 2,
  "e_homo_ha": [-0.1553, -0.1579],
  "total_charge": -1,
  "relative_energy_kcal_mol": 9.0,
  "gap_ev": [5.18, 5.25],
  "species": ["Mn", "N", "C", "N", "C", "C", "S", "C", "C", "S", "C", "N", "N", "H", "H", "H", "H", "H", "H", "S", "C", "C", "C", "C", "N", "C", "C", "C", "S", "C", "N", "H", "H", "C", "N", "C", "C", "C", "O", "H", "H", "H", "H", "H", "H", "H", "H", "H", "O", "C", "O", "C", "C", "C", "C", "C", "C", "N", "O", "O", "N", "O", "O", "H", "H", "H"],
  "xyz": [[0.22715, 0.53450, 0.67894], [2.20507, -2.37967, 1.15867], [2.85290, -1.19267, 0.96910], [2.25253, -0.07118, 0.69219], [3.16423, 0.92342, 0.38706], [4.46327, 0.59736, 0.55907], [4.58263, -1.05641, 1.04308], [2.57632, 2.12262, -0.20043], [3.19770, 3.20844, -0.70387], [2.02433, 4.30797, -1.33145], [0.75662, 3.20574, -0.87454], [1.19754, 2.09799, -0.32747], [-0.53711, 3.53146, -1.00149], [1.36815, -2.44694, 0.57676], [2.79150, -3.19068, 1.03811], [5.33767, 1.20322, 0.39775], [4.25261, 3.41280, -0.76069], [-0.81832, 4.14708, -1.74331], [-1.21885, 2.86830, -0.60948], [0.41635, 1.80630, 2.61530], [-1.24568, 2.11110, 3.03912], [-1.54515, 2.64885, 4.29404], [-2.84602, 2.92884, 4.68628], [-3.08909, 3.47067, 5.99259], [-3.26544, 3.89796, 7.04633], [-3.90247, 2.67067, 3.79971], [-3.61701, 2.13993, 2.54797], [-2.31381, 1.85424, 2.14548], [-2.04141, 1.18695, 0.54968], [-5.26316, 2.93758, 4.16379], [-6.36105, 3.13664, 4.44606], [-0.73280, 2.84788, 4.98078], [-4.43041, 1.93968, 1.86264], [-2.24366, -2.47757, 0.27153], [-1.48108, -3.08158, 1.35300], [-1.50353, -4.53118, 1.42146], [-0.71057, -2.32919, 2.16693], [-0.06945, -3.02191, 3.35173], [-0.54344, -1.12401, 2.01686], [-3.29588, -2.75345, 0.38212], [-1.87605, -2.83346, -0.69203], [-2.14806, -1.39741, 0.32031], [-2.40821, -4.88150, 0.92734], [-1.52521, -4.88865, 2.44882], [-0.64592, -4.96992, 0.90299], [-0.83445, -3.40644, 4.02929], [0.53808, -2.28434, 3.86630], [0.56186, -3.85487, 3.04248], [0.81788, -2.85062, -1.51672], [0.52820, -1.65600, -1.68776], [0.10997, -0.85793, -0.81691], [0.74623, -1.06576, -3.07487], [0.45497, 0.26853, -3.32639], [0.69304, 0.77601, -4.59192], [1.20838, 0.01194, -5.61996], [1.48265, -1.31058, -5.33293], [1.26372, -1.86430, -4.08479], [2.03585, -2.15607, -6.40905], [2.30118, -3.30847, -6.13903], [2.23703, -1.63410, -7.48811], [0.39151, 2.19449, -4.87023], [-0.07229, 2.85776, -3.96677], [0.62079, 2.61176, -5.98779], [0.05264, 0.89034, -2.53844], [1.38772, 0.42818, -6.59803], [1.48734, -2.90034, -3.87724]],
  "mulliken_spin": [1.07, 0.00, 0.00, -0.01, 0.01, 0.00, 0.00, 0.00, 0.00, 0.00, 0.00, -0.03, 0.00, 0.00, 0.00, 0.00, 0.00, 0.00, 0.00, -0.02, 0.00, 0.00, 0.00, 0.00, 0.00, 0.01, 0.00, 0.01, -0.01, 0.00, 0.00, 0.00, 0.00, 0.00, 0.00, 0.00, -0.01, 0.00, 0.00, 0.00, 0.00, 0.00, 0.00, 0.00, 0.00, 0.00, 0.00, 0.00, 0.00, -0.02, -0.01, 0.00, -0.01, 0.00, 0.00, 0.00, 0.00, 0.00, 0.00, 0.00, 0.00, 0.00, 0.00, 0.01, 0.00, 0.00]
}

---

{
  "formula": "C4H14O3",
  "method": "wB97M-V/def2-TZVPD",
  "e_homo_ha": -0.3307,
  "smiles": "C/C=C/C.O.O.O",
  "relative_energy_kcal_mol": 21.0,
  "gap_ev": 9.68,
  "species": ["C", "C", "C", "C", "H", "H", "H", "H", "H", "H", "H", "H", "O", "H", "H", "O", "H", "H", "O", "H", "H"],
  "xyz": [[-0.36596, 1.49122, 1.46419], [-1.33535, 0.66742, 0.68313], [-1.24869, -0.66720, 0.53618], [-2.27781, -1.41791, -0.25660], [-0.76660, 2.46669, 1.73993], [-0.11199, 1.02061, 2.41656], [0.55687, 1.61956, 0.89240], [-2.11194, 1.17204, 0.10812], [-0.33442, -1.05029, 0.97864], [-2.60671, -0.80961, -1.10283], [-3.15452, -1.61069, 0.36233], [-1.90898, -2.35568, -0.66783], [3.03211, 0.03640, -0.78851], [3.76329, 0.66917, -0.81828], [2.21847, 0.45821, -1.15832], [0.73966, 1.47161, -1.79665], [0.10658, 0.73861, -1.85907], [0.21627, 2.13096, -1.33354], [1.50591, -2.03711, 0.39722], [2.04071, -1.25942, 0.23735], [2.04310, -2.73459, -0.03443]],
  "nbo_charge": [-0.66, -0.22, -0.19, -0.65, 0.21, 0.22, 0.21, 0.18, 0.23, 0.21, 0.22, 0.22, -1.00, 0.48, 0.51, -0.95, 0.49, 0.48, -0.97, 0.49, 0.47]
}

---

The records above give, respectively, max |F| values of 1.92; 5.55; 1.01; 0.61; 0.37; 2.03 eV/Å.